This record from the OMol25 dataset describes the molecule C2H4N2OS. The level of theory is ωB97M-V/def2-TZVPD.

Each line ends with the Mulliken charge.
Element x y z (Å)
H  -2.654  -1.339  0.055  0.272
N  -2.235  -0.413  0.212  -0.640
C  -1.052  -0.006  0.006  0.572
N  -0.462  1.208  -0.187  -0.402
S  0.307  -1.135  -0.167  -0.198
C  1.959  -0.593  0.014  0.201
O  2.419  0.517  0.125  -0.494
H  -1.230  1.980  -0.258  0.244
H  0.476  1.372  -0.036  0.206
H  2.472  -1.591  0.236  0.239

Results
SMILES: [H]/N=C(/N)SC=O
Frontier orbital gap (eV): 10.198
Relative energy (zero: lowest compared OMol25 entry of this formula, charge and spin) (eV): 2.3004
Max |F| (eV/Å): 7.51
LUMO energy (eV): 0.52
Highest occupied orbital energy (Eh): -0.3558


This record from the OMol25 dataset describes a cluster of 2 separate species, C4H2BrNOS in total. The level of theory is ωB97M-V/def2-TZVPD.

Each line ends with the Mulliken charge.
Element x y z (Å)
C  0.999  0.168  1.537  -0.366
C  0.934  -1.215  1.328  -0.239
C  0.068  0.075  -0.427  0.258
C  -1.446  1.078  -2.155  0.446
N  0.397  0.856  0.506  -0.472
O  -1.040  1.910  -2.859  -0.319
S  0.137  -1.589  -0.200  -0.108
Br  -2.900  0.022  -2.209  0.010
H  1.447  0.511  2.418  0.395
H  1.403  -1.816  2.062  0.394

Results
Frontier orbital gap (alpha / beta) (eV): 7.669 / 7.974
Relative energy (zero: lowest compared OMol25 entry of this formula, charge and spin) (eV): 3.7142
Max |F| (eV/Å): 4.54
LUMO energy (alpha / beta) (eV): -0.95 / -0.88
Highest occupied orbital energy (alpha / beta) (Eh): -0.3168 / -0.3255


This record from the OMol25 dataset describes the molecule C13H15NO4S. The level of theory is ωB97M-V/def2-TZVPD.

Each line ends with the Mulliken charge.
Element x y z (Å)
C  -0.810  3.997  3.382  -1.715
C  -0.822  3.234  2.024  1.588
C  -0.314  4.216  0.962  -1.555
C  -2.263  2.881  1.582  -1.631
C  0.091  1.991  2.074  0.265
O  0.834  1.761  3.003  -0.663
N  0.066  1.164  0.941  0.073
C  0.838  0.004  0.644  0.243
C  1.792  -0.562  1.493  -0.423
C  2.577  -1.668  1.077  -0.777
C  2.443  -2.211  -0.198  0.512
C  1.440  -1.655  -1.046  1.163
C  0.683  -0.545  -0.610  -0.716
C  1.217  -2.135  -2.402  -0.595
C  1.821  -3.237  -2.874  -0.691
S  2.872  -4.209  -1.774  1.054
O  3.992  -4.754  -2.525  -0.594
O  2.046  -5.308  -1.226  -0.589
O  3.366  -3.174  -0.522  -0.533
H  0.244  4.143  3.653  0.385
H  -1.304  3.394  4.155  0.382
H  -1.350  4.936  3.303  0.414
H  -0.303  3.729  -0.003  0.367
H  0.696  4.566  1.246  0.385
H  -0.962  5.073  0.863  0.429
H  -2.277  2.627  0.496  0.429
H  -2.622  2.030  2.196  0.334
H  -2.888  3.762  1.730  0.442
H  -0.640  1.456  0.267  0.056
H  1.977  -0.203  2.486  0.500
H  3.354  -2.069  1.763  0.364
H  0.021  -0.051  -1.315  0.302
H  0.538  -1.584  -3.005  0.378
H  1.643  -3.608  -3.847  0.417

Results
SMILES: CC(C)(C)C(=O)Nc1ccc2c(c1)C=CS(=O)(=O)O2
Frontier orbital gap (eV): 8.525
Relative energy (zero: lowest compared OMol25 entry of this formula, charge and spin) (eV): 1.2273
Max |F| (eV/Å): 4.25
LUMO energy (eV): -0.33
Highest occupied orbital energy (Eh): -0.3252


This record from the OMol25 dataset describes a structure of composition C22H54AlBBrI2N3O9P. The level of theory is ωB97M-V/def2-TZVPD.

Each line ends with the Mulliken charge.
Element x y z (Å)
C  0.617  -0.907  7.131  -1.306
C  -0.304  -1.753  6.298  -0.033
I  0.796  -3.240  5.210  -0.091
C  -1.622  -1.580  6.199  0.258
I  -2.786  -2.882  4.999  -0.087
Al  -2.509  0.038  7.079  0.252
C  -4.464  -0.160  7.484  -0.483
B  -5.338  -0.827  6.395  0.097
O  -5.580  -0.267  5.156  -0.485
O  -5.933  -2.070  6.633  -0.534
P  -2.002  1.953  5.739  0.098
O  -0.348  1.946  5.509  -0.454
Br  -2.815  1.373  3.695  -0.158
H  0.182  -0.727  8.102  0.292
H  1.540  -1.453  7.289  0.493
H  0.894  0.016  6.643  0.297
H  -1.758  0.316  8.477  -0.360
H  -4.828  0.864  7.606  0.200
H  -4.604  -0.635  8.451  0.313
H  -5.240  -0.861  4.486  0.272
H  -5.341  -2.561  7.202  0.292
H  -0.092  1.079  5.178  0.185
C  5.472  -1.410  -0.449  -0.550
O  5.156  -0.176  0.161  -0.385
C  4.484  0.737  -0.698  -0.761
C  3.066  0.979  -0.228  -0.121
N  2.243  -0.211  -0.411  -0.046
C  0.924  -0.125  0.215  -0.569
C  0.861  -0.043  1.734  -0.405
O  1.286  -1.217  2.400  -0.309
C  2.677  -1.306  2.652  -0.640
H  6.066  -1.982  0.262  0.261
H  4.573  -1.986  -0.696  0.136
H  6.062  -1.263  -1.360  0.350
H  4.497  0.380  -1.731  0.285
H  5.032  1.683  -0.663  0.390
H  2.633  1.803  -0.805  0.013
H  3.114  1.291  0.823  0.408
H  2.732  -1.007  -0.021  -0.007
H  0.364  -1.015  -0.086  0.230
H  0.397  0.737  -0.207  -0.006
H  -0.191  0.084  2.006  0.367
H  1.390  0.834  2.127  0.354
H  3.131  -0.321  2.790  0.263
H  3.192  -1.840  1.845  0.258
H  2.813  -1.881  3.569  0.216
C  -3.779  3.834  -3.464  -0.722
O  -3.372  4.792  -2.510  -0.344
C  -3.969  4.621  -1.226  -0.769
C  -2.935  4.235  -0.194  -0.230
N  -2.440  2.886  -0.430  -0.217
C  -1.298  2.513  0.402  -0.386
C  0.011  3.261  0.188  -0.745
O  0.625  3.023  -1.070  -0.307
C  0.199  3.863  -2.123  -0.717
H  -3.344  4.120  -4.421  0.240
H  -3.428  2.828  -3.209  0.299
H  -4.868  3.815  -3.567  0.346
H  -4.772  3.881  -1.264  0.417
H  -4.408  5.582  -0.943  0.392
H  -3.389  4.276  0.799  0.352
H  -2.133  4.987  -0.232  0.195
H  -2.177  2.799  -1.402  0.058
H  -1.104  1.452  0.222  0.544
H  -1.587  2.603  1.451  0.052
H  0.718  2.892  0.936  0.216
H  -0.091  4.339  0.364  0.610
H  -0.082  4.855  -1.762  0.325
H  -0.640  3.430  -2.676  0.244
H  1.033  3.970  -2.819  0.270
C  2.531  -0.824  -3.778  0.217
O  2.748  -2.220  -3.930  -0.387
C  1.857  -3.014  -3.155  -0.509
C  0.937  -3.810  -4.054  -0.306
N  -0.009  -2.937  -4.737  -0.268
C  -0.790  -3.592  -5.780  -0.715
C  -0.046  -4.113  -7.004  -0.464
O  0.518  -3.099  -7.813  -0.422
C  1.817  -2.674  -7.441  -0.522
H  3.323  -0.307  -4.320  0.335
H  1.565  -0.519  -4.198  0.279
H  2.573  -0.542  -2.723  -0.520
H  1.287  -2.396  -2.457  0.122
H  2.463  -3.712  -2.569  0.393
H  0.381  -4.532  -3.449  0.405
H  1.568  -4.370  -4.758  0.194
H  0.499  -2.166  -5.148  0.064
H  -1.532  -2.870  -6.129  0.376
H  -1.344  -4.422  -5.330  0.394
H  -0.778  -4.624  -7.636  0.350
H  0.714  -4.859  -6.743  0.334
H  2.395  -3.484  -6.991  0.278
H  1.785  -1.827  -6.751  0.169
H  2.327  -2.344  -8.347  0.287

Results
Frontier orbital gap (eV): 6.697
Max |F| (eV/Å): 0.93
LUMO energy (eV): 2.08
Total charge: -1
Highest occupied orbital energy (Eh): -0.1696


Asked for total energy across the records above, the calculation gives -18000.359; -88591.463; -34238.589; -149395.384 eV in order.